(1)
{
  "formula": "C35H30AsBr4Cl3O4ReS",
  "method": "wB97M-V/def2-TZVPD",
  "total_charge": -2,
  "s_squared": 0.766,
  "e_above_lowest_kj_mol": 0.00,
  "gap_ev": [5.460, 5.065],
  "e_homo_ev": [-1.61, -1.21],
  "multiplicity": 2,
  "lumo_energy_ha": [0.1416, 0.1416],
  "elements": ["Re", "Br", "Br", "Br", "Br", "As", "Cl", "Cl", "Cl", "S", "O", "O", "O", "O", "C", "C", "C", "C", "C", "C", "C", "C", "C", "C", "C", "C", "C", "C", "C", "C", "C", "C", "C", "C", "C", "C", "C", "C", "C", "C", "C", "C", "C", "C", "C", "C", "C", "C", "C", "H", "H", "H", "H", "H", "H", "H", "H", "H", "H", "H", "H", "H", "H", "H", "H", "H", "H", "H", "H", "H", "H", "H", "H", "H", "H", "H", "H", "H", "H"],
  "coordinates": [[-0.7648, -0.9254, 0.1144], [-2.7822, -0.6086, -4.4829], [-1.3029, -5.9640, -1.0109], [-2.5448, -6.3294, -4.1072], [-3.3307, -3.6199, -5.8514], [1.1506, -0.9289, -4.2884], [-0.5449, -0.0465, 4.0486], [-4.5602, 3.5475, 4.0446], [-4.3677, -0.2881, 0.2669], [-1.5520, 8.0037, 2.1104], [-1.3211, -0.9017, -1.8364], [-1.9761, -1.1818, 1.7205], [-2.0427, 8.9411, 4.4677], [-1.0829, -3.0286, -0.3123], [2.8006, -1.4956, 2.2510], [-1.0773, 3.6147, 0.8221], [0.0342, 4.4004, 1.2037], [-0.8066, 1.0468, 0.3097], [1.9063, -2.1521, 1.1751], [-2.2888, -2.1985, -3.5907], [2.7834, -1.0869, -5.3981], [-2.2508, -4.6007, -3.3874], [4.6062, -3.8654, -1.7657], [-2.5585, -3.4704, -4.1275], [-1.6900, -2.0695, -2.3530], [-0.9341, 2.2625, 0.4812], [-1.3704, 6.3217, 1.5972], [-3.7929, 2.1342, 3.3595], [1.0538, -3.1992, 1.8948], [1.0496, -1.0432, 0.5560], [-2.4796, 5.5664, 1.2113], [-4.3506, 1.5340, 2.2475], [-0.1122, 5.7202, 1.5752], [-2.3416, 4.2479, 0.8328], [-2.6328, 1.6449, 3.9336], [-2.0382, 0.5270, 3.3801], [-1.7909, 6.5627, 4.5269], [4.6384, -2.5077, -1.4675], [-2.5483, -0.1296, 2.2490], [-1.4825, -3.2203, -1.5312], [3.7581, -1.9768, -0.5400], [-1.8214, 7.9142, 3.8702], [2.8258, -2.7772, 0.1269], [3.6679, -4.6676, -1.1370], [2.7868, -4.1287, -0.2052], [1.8935, 0.3613, -3.0131], [1.5020, -2.5317, -3.2185], [-3.7268, 0.4206, 1.7158], [-1.7270, -4.4726, -2.0948], [2.5742, -2.6474, -3.0593], [3.4158, -0.6975, 1.8341], [2.0480, -4.7727, 0.2524], [-0.9169, 5.9868, 4.2253], [2.6805, -1.9312, -6.0813], [-2.1826, 2.1331, 4.7858], [2.0130, 1.3322, -3.4965], [2.8588, 0.0137, -2.6406], [5.3447, -1.8572, -1.9709], [0.4000, -3.7409, 1.2146], [3.6042, -5.7218, -1.3805], [-2.6594, 5.9825, 4.2131], [3.4611, -2.2395, 2.7080], [0.7560, 6.2999, 1.8680], [1.0132, 3.9391, 1.2013], [0.4158, -2.6883, 2.6182], [3.7746, -0.9125, -0.3422], [-3.4619, 6.0248, 1.2234], [1.6934, -3.9096, 2.4304], [3.6623, -1.2434, -4.7686], [5.2891, -4.2841, -2.4954], [1.0218, -2.4301, -2.2466], [1.1055, -3.4152, -3.7209], [1.6018, -0.1000, 0.4549], [-1.8137, 6.7028, 5.6059], [-5.2425, 1.9322, 1.7856], [-3.2099, 3.6669, 0.5499], [1.2006, 0.4623, -2.1766], [2.9218, -0.1808, -5.9903], [2.1679, -1.0594, 3.0257]],
  "atomic_forces_ev_per_a": [[0.1051, -0.2590, -0.2265], [0.0463, 0.0140, -0.0014], [-0.0042, -0.0303, 0.0138], [-0.0022, -0.0235, -0.0008], [0.0023, 0.0090, 0.0084], [0.0549, -0.0294, 0.0000], [-0.0323, -0.0241, 0.0320], [-0.0161, 0.0623, 0.0190], [0.0357, 0.0002, 0.0454], [-0.0199, -0.0033, -0.0476], [-0.1539, -0.0932, -0.1849], [-0.0059, -0.1359, 0.1588], [0.0664, 0.0398, 0.0399], [-0.0094, 0.1931, 0.0044], [-0.0597, -0.0379, -0.0156], [-0.0490, 0.0188, 0.0686], [0.0031, -0.0018, -0.0243], [-0.0570, 0.1208, 0.0178], [0.0536, 0.0067, 0.0929], [-0.0156, -0.0976, -0.0649], [0.0027, 0.0268, -0.0013], [-0.0164, 0.0160, -0.0586], [0.0162, -0.0192, 0.0235], [-0.0031, -0.0335, 0.0237], [0.1667, 0.0956, 0.2176], [0.0644, 0.0908, -0.0442], [-0.0036, 0.0076, 0.0184], [0.0801, -0.0241, 0.0936], [-0.0226, 0.0072, -0.0208], [0.1348, 0.0917, 0.0307], [-0.0191, 0.0462, 0.0054], [0.0492, -0.0833, -0.0032], [0.0321, -0.0266, -0.0009], [0.0612, -0.0100, -0.0129], [-0.0837, 0.0400, -0.0591], [0.0701, 0.0215, -0.0054], [0.0129, -0.0572, 0.0635], [0.0521, -0.0196, 0.0537], [-0.0842, 0.0476, 0.1128], [-0.0764, -0.0688, -0.1313], [0.0089, -0.0308, 0.0029], [-0.0873, -0.0478, -0.0539], [-0.0039, 0.0432, -0.0560], [-0.0062, 0.0254, -0.0284], [-0.0325, 0.0127, -0.0005], [-0.0211, 0.0036, 0.0162], [0.0090, -0.0263, -0.0324], [-0.1142, 0.0310, -0.0400], [0.0359, 0.0762, 0.0394], [-0.0602, -0.0198, -0.0343], [0.0116, 0.0084, -0.0142], [0.0152, 0.0058, -0.0016], [0.0089, 0.0337, 0.0118], [-0.0057, -0.0082, 0.0019], [-0.0119, 0.0066, 0.0054], [-0.0059, -0.0034, 0.0046], [0.0098, 0.0027, 0.0033], [0.0029, 0.0033, -0.0057], [-0.0177, 0.0172, -0.0195], [0.0006, -0.0016, -0.0010], [-0.0356, -0.0280, -0.0272], [0.0034, 0.0006, 0.0022], [0.0078, -0.0032, -0.0070], [0.0021, 0.0062, -0.0025], [-0.0020, -0.0082, 0.0016], [0.0124, 0.0191, 0.0172], [-0.0048, -0.0098, 0.0025], [-0.0137, -0.0158, -0.0016], [-0.0044, -0.0013, 0.0050], [-0.0080, 0.0004, -0.0043], [-0.0612, 0.0216, 0.0248], [-0.0272, 0.0108, 0.0135], [0.0463, -0.0394, -0.0300], [-0.0017, 0.0093, -0.0153], [-0.0066, -0.0010, 0.0010], [0.0092, 0.0164, -0.0115], [-0.0101, 0.0004, -0.0059], [-0.0013, 0.0033, -0.0018], [-0.0164, 0.0098, 0.0010]]
}

(2)
{
  "formula": "C10H12Cl3N3OP",
  "method": "wB97M-V/def2-TZVPD",
  "total_charge": 1,
  "gap_ev": 7.032,
  "e_homo_ev": -11.64,
  "lumo_energy_ha": -0.1695,
  "elements": ["Cl", "Cl", "Cl", "P", "O", "N", "N", "N", "C", "C", "C", "C", "C", "C", "C", "C", "C", "C", "H", "H", "H", "H", "H", "H", "H", "H", "H", "H", "H", "H"],
  "coordinates": [[1.0807, 1.8011, -0.3375], [0.8067, 4.9307, -1.0207], [-2.2170, -3.2063, -0.9092], [-1.7276, -2.5764, 1.0097], [-2.0365, -0.9673, 0.9980], [2.2201, -2.8757, 1.9596], [0.0633, -2.6987, 0.9608], [0.2073, -2.6644, 3.2479], [2.0848, -0.5092, 1.4495], [-1.2702, 4.1980, -2.5480], [-2.1502, 3.2897, -3.1137], [-1.0287, 1.4982, -1.9779], [-2.0282, 1.9364, -2.8301], [0.8051, -2.7629, 2.0112], [-0.2661, 3.7599, -1.6946], [-0.1479, 2.4076, -1.4070], [2.7505, -1.7909, 1.0891], [1.2549, 0.3266, 1.6842], [2.5260, -2.0253, 0.0353], [-2.7117, 1.2240, -3.2731], [-1.3670, 5.2513, -2.7727], [0.7439, -3.1885, 3.9353], [-1.3106, -0.5080, 0.5371], [3.8326, -1.6671, 1.1817], [0.5050, -2.7320, 0.0418], [0.2452, -1.6801, 3.5270], [0.5125, 0.9472, 2.1399], [-2.9311, 3.6369, -3.7766], [2.4904, -3.7956, 1.6123], [-0.9361, 0.4409, -1.7593]],
  "atomic_forces_ev_per_a": [[-0.2470, 0.7077, -1.0824], [0.0525, -0.0965, 0.0654], [0.8372, 0.4706, 0.4150], [-2.1761, -0.2642, 0.9570], [1.6053, -1.1088, -0.4350], [-0.4144, -0.1653, -0.2810], [-0.1832, 0.4593, -1.4212], [0.0995, 0.0931, -0.2168], [-0.1493, -1.0862, -0.1963], [-0.1919, -0.1161, -0.1268], [0.0630, -0.0415, 0.0474], [-0.1211, 0.0153, -0.0264], [-0.0256, 0.0211, 0.0015], [0.6906, -0.2117, 1.0129], [0.0096, 0.2231, -0.0221], [-0.0420, -0.0226, -0.1313], [-0.0314, 0.9265, -0.4513], [0.0135, -0.7189, 1.5783], [0.2758, 0.2903, 0.0942], [0.0253, -0.0052, 0.0228], [0.1031, 0.0053, 0.0772], [0.1701, 0.1988, -0.0115], [-0.4480, 0.5322, -0.0539], [-0.1507, -0.4690, 0.1915], [0.1505, 0.0310, 0.1753], [-0.4935, -0.0585, 0.0605], [0.2744, 0.2501, -0.2585], [0.0268, 0.0190, 0.0098], [0.1766, 0.0902, 0.0217], [0.1004, 0.0308, -0.0159]]
}

| no. | calculated total energy (eV) | F_max (hartree/bohr) |
| --- | --- | --- |
| 1 | -436514.4638 | 0.00700 |
| 2 | -63930.5999 | 0.04652 |